An isolated ion of composition C5H12NS and charge -1 in a non-equilibrium geometry. Source: the Open Molecules 2025 dataset; level of theory: the ωB97M-V functional and the def2-TZVPD basis.

Last column: Mulliken charge in e.
Geometry (Å):
1 C 0.2159 -0.3892 0.8229  -0.947
2 N 0.1045 1.0887 0.6458  -0.284
3 C 1.1797 1.7587 -0.1819  -0.809
4 C 0.9344 1.2700 -1.6272  -0.309
5 S 2.3398 1.5595 -2.7201  -0.675
6 C -0.8103 -1.2235 -0.0571  -0.347
7 C -1.8027 -1.9254 0.8478  -1.254
8 H 1.2053 -0.7793 0.6037  0.327
9 H 0.1054 -0.5371 1.8511  0.580
10 H -0.1704 1.7200 1.3801  0.210
11 H 1.4363 2.8481 -0.1308  0.393
12 H 2.1382 1.3389 0.1462  0.283
13 H 0.0902 1.9370 -1.8407  0.242
14 H 1.0191 0.0930 -1.6045  -0.082
15 H -1.4913 -0.4846 -0.4441  0.236
16 H -0.3206 -1.7264 -0.8943  0.470
17 H -2.4844 -1.1849 1.3725  0.326
18 H -1.3843 -2.7032 1.6240  0.266
19 H -2.3047 -2.6604 0.2067  0.374

As for the energy above the lowest of the compared OMol25 structures with the same formula, charge and spin: 2.2288 eV. The calculation puts the gap between HOMO and LUMO at 5.6 eV. As for the total energy: -17703.562 eV. Its SMILES is CCCNCC[S-]. Its spin multiplicity is 1. The value obtained for the strongest force on any atom is 3.0 eV/A. Its net charge is -1.